Record 1
# C26H30F10IrN4O2S2Si

C26H30F10IrN4O2S2Si as an isolated structure (wB97M-V/def2-TZVPD, OMol25).

Geometry as ORCA input:
```
! RIJCOSX wB97M-V def2-TZVPD def2/J DEFGRID3
* xyz 0 2
Ir 0.357 -0.855 -0.110
C 1.202 -3.419 -1.397
N 1.334 -2.609 -0.164
C 0.772 -3.351 1.006
C -0.736 -3.318 0.902
N -1.149 -1.938 0.627
C -2.492 -1.652 0.743
C -2.911 -0.318 0.792
F -1.982 0.639 0.673
C -4.215 0.079 0.969
F -4.513 1.375 1.031
C -5.208 -0.875 1.095
F -6.479 -0.517 1.258
C -4.853 -2.208 1.032
F -5.796 -3.146 1.122
C -3.535 -2.585 0.854
F -3.301 -3.907 0.772
C 2.777 -2.245 0.024
C 3.142 -1.076 -0.883
N 2.042 -0.126 -0.861
C 2.193 1.167 -1.264
C 3.261 1.713 -1.982
F 4.262 0.923 -2.412
C 3.328 3.060 -2.292
F 4.367 3.522 -2.984
C 2.323 3.928 -1.909
F 2.387 5.222 -2.220
C 1.238 3.422 -1.212
F 0.246 4.227 -0.830
C 1.193 2.083 -0.918
F 0.107 1.612 -0.252
H 1.729 -4.361 -1.241
H 1.643 -2.886 -2.233
H 0.158 -3.612 -1.614
H 1.084 -2.805 1.892
H 1.169 -4.368 1.028
H -1.153 -3.669 1.848
H -1.091 -3.997 0.122
H 3.388 -3.127 -0.178
H 2.886 -1.954 1.063
H 3.368 -1.421 -1.898
H 4.058 -0.628 -0.491
S -1.522 -0.194 4.065
C -0.689 1.233 4.048
N -0.673 2.132 3.067
C 0.155 3.319 3.180
C 1.072 3.110 4.391
S 0.336 1.765 5.370
H -1.170 1.922 2.219
H -0.471 4.207 3.300
H 0.753 3.421 2.275
H 1.134 4.005 5.005
H 2.069 2.817 4.071
C -2.485 1.554 -2.049
Si -1.419 0.323 -2.979
C -2.571 -0.655 -4.097
C -0.229 1.312 -4.053
C -0.437 -0.995 -2.034
H -2.857 2.273 -2.785
H -1.950 2.114 -1.284
H -3.358 1.085 -1.589
H -3.143 0.011 -4.748
H -3.285 -1.230 -3.500
H -2.023 -1.356 -4.732
H -0.751 1.703 -4.931
H 0.607 0.704 -4.406
H 0.187 2.168 -3.516
H 0.401 -1.162 -2.724
H -1.052 -1.900 -2.106
C 2.733 -0.095 3.548
C 1.969 0.289 2.295
O 2.101 1.399 1.785
O 1.205 -0.661 1.858
H 3.267 0.761 3.954
H 3.455 -0.880 3.306
H 2.043 -0.498 4.289
*
```

Properties
E_tot   -3567.0726 Eh
HOMO energy (spin up / spin down)   -7.7 / -7.5 eV
Energy relative to the best compared isomer or geometry (same formula, charge and spin)   0.0000 eV
Expectation value of S²   0.762
Orbital gap (spin up / spin down)   7.41 / 5.57 eV



Record 2
# C26H30F3ILuN2O6

C26H30F3ILuN2O6 as an isolated structure at a distorted geometry (wB97M-V/def2-TZVPD, OMol25).

Geometry as ORCA input:
```
! RIJCOSX wB97M-V def2-TZVPD def2/J DEFGRID3
* xyz 3 1
C 4.029 1.591 2.856
C 3.786 2.672 2.127
C 3.314 3.812 1.069
C 2.899 3.045 -0.331
C 1.398 3.408 -0.832
C 0.529 2.029 -0.795
C 0.983 0.775 -1.675
C 2.253 0.807 -2.657
O 3.523 0.506 -2.011
C 4.559 0.243 -2.964
F 4.470 1.017 -4.160
F 5.835 0.554 -2.355
F 4.581 -1.160 -3.292
C 0.159 -0.603 -1.607
C 0.562 -1.933 -2.416
C 1.994 -2.436 -1.826
C 1.872 -3.732 -0.846
C 3.215 -3.692 0.090
O 4.417 -4.055 -0.681
C -1.119 -0.645 -0.690
C -1.580 0.643 0.152
C -0.773 1.991 0.146
C -1.297 3.219 1.033
C -0.786 3.190 2.575
C 0.234 1.949 2.863
I 0.115 5.106 3.200
C -2.955 0.248 0.933
O -3.571 0.961 1.777
N -3.235 -1.063 0.336
N -4.481 -1.636 0.494
C -4.835 -1.919 1.907
C -3.857 -2.874 2.748
O -5.913 -1.453 2.473
C -5.559 -0.962 -0.274
C -6.413 -1.886 -1.316
O -5.933 0.274 -0.182
C -2.184 -1.810 -0.390
O -2.177 -3.048 -0.627
H 4.161 0.499 3.222
H 4.248 4.449 0.810
H 2.451 4.452 1.470
H 2.894 1.915 -0.047
H 3.717 3.261 -1.116
H 1.445 3.865 -1.893
H 0.974 4.186 -0.092
H 2.063 0.106 -3.564
H 2.357 1.873 -3.112
H -0.242 -2.722 -2.198
H 0.583 -1.660 -3.529
H 2.396 -1.580 -1.146
H 2.679 -2.652 -2.720
H 0.976 -3.613 -0.138
H 1.892 -4.713 -1.440
H 3.111 -4.346 1.029
H 3.401 -2.609 0.468
H 5.160 -3.472 -0.376
H -1.052 4.192 0.479
H -2.459 3.135 1.049
H -1.725 3.074 3.254
H -0.351 0.974 2.706
H 1.131 2.021 2.133
H 0.633 2.092 3.930
H -2.840 -2.357 2.882
H -4.397 -3.108 3.743
H -3.763 -3.891 2.194
H -7.419 -1.389 -1.582
H -5.780 -2.193 -2.224
H -6.667 -2.864 -0.734
Lu -7.635 -0.059 1.693
*
```

Properties
E_tot   -3400.8163 Eh
HOMO energy   -15.3 eV
Energy relative to the best compared isomer or geometry (same formula, charge and spin)   10.1726 eV
Orbital gap   1.53 eV



Record 3
# C26H30IN4O11P

A 4-piece molecular cluster, C26H30IN4O11P overall at a distorted geometry (wB97M-V/def2-TZVPD, OMol25).

Geometry as ORCA input:
```
! RIJCOSX wB97M-V def2-TZVPD def2/J DEFGRID3
* xyz 0 1
C -5.770 -0.138 0.484
C -5.211 1.261 0.217
C -3.700 1.312 0.401
C -2.958 2.408 -0.343
C -3.190 3.855 0.178
C -4.090 4.005 1.387
O -5.219 4.403 1.281
I -3.394 3.554 3.374
O -1.544 2.154 -0.397
C -0.906 1.882 0.789
C -0.574 0.455 1.079
O -0.544 2.776 1.519
P -3.357 2.494 -2.153
N -2.243 3.310 -2.829
O -4.802 3.170 -2.377
O -3.352 1.000 -2.714
H -6.166 -0.238 1.477
H -6.579 -0.319 -0.203
H -5.041 -0.905 0.283
H -5.549 1.575 -0.756
H -5.662 1.912 0.942
H -3.499 1.333 1.461
H -3.304 0.375 0.042
H -3.659 4.457 -0.578
H -2.231 4.299 0.350
H -0.514 0.323 2.139
H 0.363 0.242 0.586
H -1.317 -0.212 0.680
H -2.620 4.110 -3.309
H -5.441 2.508 -2.655
H -4.084 0.459 -2.392
O -2.956 -2.062 1.222
N -2.468 -2.448 2.266
O -3.008 -2.359 3.346
C -1.130 -3.054 2.216
C -0.473 -3.135 1.001
C 0.797 -3.688 0.964
C 1.392 -4.155 2.130
C 0.709 -4.072 3.337
C -0.559 -3.518 3.385
H -0.938 -2.772 0.097
H 1.327 -3.753 0.024
H 2.392 -4.576 2.089
H 1.169 -4.437 4.244
H -1.090 -3.450 4.322
O 5.550 -4.664 -0.037
N 5.163 -4.023 0.910
O 4.465 -4.478 1.803
C 5.502 -2.593 0.960
C 6.188 -2.034 -0.099
C 6.466 -0.679 -0.076
C 6.071 0.093 1.006
C 5.392 -0.490 2.072
C 5.098 -1.842 2.050
H 6.488 -2.632 -0.945
H 6.980 -0.224 -0.910
H 6.284 1.154 1.017
H 5.083 0.113 2.914
H 4.562 -2.298 2.868
O 5.258 0.622 -3.691
N 4.377 0.064 -3.073
O 4.519 -0.969 -2.449
C 3.047 0.675 -3.044
C 2.806 1.842 -3.749
C 1.537 2.398 -3.705
C 0.533 1.794 -2.961
C 0.804 0.624 -2.260
C 2.063 0.057 -2.299
H 3.592 2.312 -4.320
H 1.331 3.310 -4.249
H -0.466 2.224 -2.908
H 0.022 0.155 -1.678
H 2.274 -0.849 -1.752
*
```

Properties
E_tot   -2694.2297 Eh
HOMO energy   -9.6 eV
Orbital gap   8.76 eV



Record 4
# C26H30InN3O2PS2

C26H30InN3O2PS2 as an isolated structure at a distorted geometry (wB97M-V/def2-TZVPD, OMol25).

Geometry as ORCA input:
```
! RIJCOSX wB97M-V def2-TZVPD def2/J DEFGRID3
* xyz 0 2
In -1.746 -1.462 17.317
C -3.414 -4.791 17.347
C -3.512 -4.521 18.702
C -3.767 -3.216 18.911
C -3.676 -2.616 17.607
C -3.476 -3.634 16.671
H -3.204 -5.754 16.896
H -3.437 -5.272 19.564
H -3.863 -2.710 19.893
H -4.342 -1.784 17.389
H -3.387 -3.455 15.614
C 0.774 1.261 15.379
C 0.469 -0.059 14.723
C 0.417 -0.057 13.378
C 0.252 -1.253 12.679
C 0.182 -2.408 13.445
C 0.322 -2.334 14.836
N 0.513 -1.159 15.467
C 0.304 -3.538 15.739
C 0.747 -4.744 15.372
C 0.666 -5.794 16.281
C 0.206 -5.584 17.568
C -0.179 -4.282 17.892
N -0.148 -3.296 16.984
C -0.665 -3.926 19.254
C -0.790 -4.827 20.295
C -1.187 -4.430 21.548
C -1.373 -3.085 21.765
C -1.208 -2.184 20.691
C -1.570 -0.742 20.850
N -0.876 -2.649 19.489
H 1.793 1.333 15.728
H 0.176 1.404 16.295
H 0.590 2.070 14.673
H 0.555 0.877 12.898
H 0.260 -1.409 11.579
H 0.120 -3.324 12.867
H 1.217 -4.928 14.411
H 0.952 -6.781 15.959
H 0.086 -6.433 18.298
H -0.684 -5.875 20.180
H -1.295 -5.104 22.386
H -1.768 -2.736 22.739
H -1.673 -0.385 21.844
H -2.480 -0.539 20.308
H -0.922 -0.066 20.288
C -2.474 3.563 12.899
C -2.758 2.167 13.359
O -2.676 2.176 14.758
P -3.255 0.938 15.634
S -2.864 1.406 17.534
S -2.692 -0.801 14.841
O -4.780 1.148 15.225
C -5.844 0.196 15.543
C -6.493 0.379 16.893
H -2.394 3.596 11.821
H -1.572 3.829 13.460
H -3.246 4.202 13.173
H -2.024 1.478 12.933
H -3.703 1.782 12.973
H -5.450 -0.776 15.454
H -6.570 0.382 14.795
H -5.731 0.291 17.681
H -7.111 -0.491 17.036
H -7.010 1.378 16.992
*
```

Properties
E_tot   -2651.4101 Eh
HOMO energy (spin up / spin down)   -5.7 / -7.6 eV
Energy relative to the best compared isomer or geometry (same formula, charge and spin)   1.4202 eV
Expectation value of S²   0.755
Orbital gap (spin up / spin down)   5.34 / 7.12 eV



Record 5
# C26H30N2O5S

An isolated molecule of C26H30N2O5S at a distorted geometry (wB97M-V/def2-TZVPD, OMol25).

Geometry as ORCA input:
```
! RIJCOSX wB97M-V def2-TZVPD def2/J DEFGRID3
* xyz 0 1
C 3.885 2.027 -2.075
C 2.784 1.038 -2.445
N 1.484 1.668 -2.573
C 1.298 2.614 -3.601
C 1.363 2.206 -4.930
C 1.158 3.121 -5.946
C 0.872 4.443 -5.648
C 0.802 4.849 -4.326
C 1.025 3.944 -3.304
S 0.672 1.892 -1.123
O 1.480 2.563 -0.145
O -0.618 2.442 -1.426
C 0.428 0.186 -0.640
C -0.315 -0.609 -1.493
C -0.603 -1.912 -1.129
C -0.156 -2.404 0.096
C -0.409 -3.822 0.515
O 0.531 -4.572 0.715
N -1.697 -4.225 0.625
C -1.952 -5.600 0.993
C -2.853 -3.361 0.574
C -3.347 -2.929 1.968
C -2.314 -2.092 2.666
C -1.463 -2.643 3.603
C -0.485 -1.868 4.213
C -0.339 -0.534 3.885
O 0.596 0.308 4.406
C 1.495 -0.201 5.358
C -1.204 0.041 2.923
O -0.986 1.355 2.661
C -1.823 2.013 1.742
C -2.176 -0.744 2.333
C 0.637 -1.608 0.914
C 0.920 -0.301 0.555
H 4.830 1.504 -1.950
H 3.995 2.775 -2.858
H 3.625 2.527 -1.146
H 2.684 0.277 -1.666
H 3.022 0.537 -3.388
H 1.572 1.173 -5.162
H 1.213 2.798 -6.975
H 0.705 5.154 -6.444
H 0.585 5.880 -4.088
H 0.985 4.253 -2.271
H -0.663 -0.189 -2.423
H -1.163 -2.550 -1.798
H -2.643 -6.053 0.279
H -2.380 -5.670 1.995
H -1.005 -6.135 0.975
H -3.654 -3.902 0.059
H -2.616 -2.463 0.005
H -4.266 -2.356 1.832
H -3.582 -3.810 2.567
H -1.552 -3.684 3.874
H 0.162 -2.328 4.943
H 2.104 -1.013 4.946
H 0.977 -0.557 6.255
H 2.142 0.633 5.625
H -1.743 1.592 0.735
H -1.469 3.042 1.711
H -2.868 1.995 2.070
H -2.840 -0.318 1.598
H 1.014 -2.020 1.836
H 1.500 0.352 1.188
*
```

Properties
E_tot   -1892.6356 Eh
HOMO energy   -8.0 eV
Energy relative to the best compared isomer or geometry (same formula, charge and spin)   1.5151 eV
Orbital gap   8.48 eV



Record 6
# C26H30N4O2S

An isolated molecule of C26H30N4O2S (wB97M-V/def2-TZVPD, OMol25).

Geometry as ORCA input:
```
! RIJCOSX wB97M-V def2-TZVPD def2/J DEFGRID3
* xyz 0 1
S 1.251 -2.139 1.118
C 0.247 -0.825 1.182
N -0.764 -0.600 0.302
C -1.302 -1.458 -0.653
C -1.337 -2.843 -0.514
C -1.934 -3.627 -1.482
C -2.525 -3.043 -2.596
O -3.077 -3.771 -3.622
C -3.782 -4.913 -3.357
C -3.810 -5.880 -4.358
C -4.555 -7.031 -4.185
C -5.276 -7.229 -3.019
C -5.256 -6.261 -2.029
C -4.518 -5.104 -2.192
C -2.502 -1.659 -2.736
C -1.898 -0.878 -1.774
N 0.394 0.137 2.139
C 1.606 0.233 2.920
C 2.513 1.381 2.467
C 2.972 1.184 1.011
N 3.809 2.194 0.418
C 3.207 3.443 0.010
C 3.311 4.550 1.070
O 4.646 4.737 1.481
C 5.186 3.540 2.004
C 5.131 2.405 0.970
C -0.646 1.108 2.416
C -0.562 2.364 1.578
C -0.351 3.617 2.143
C -0.276 4.722 1.311
C -0.412 4.544 -0.057
C -0.630 3.259 -0.527
N -0.707 2.205 0.266
H -0.970 0.391 0.136
H -0.888 -3.311 0.345
H -1.937 -4.702 -1.373
H -3.245 -5.709 -5.260
H -4.570 -7.778 -4.964
H -5.853 -8.131 -2.884
H -5.825 -6.403 -1.122
H -4.516 -4.344 -1.424
H -2.957 -1.213 -3.607
H -1.884 0.197 -1.884
H 1.339 0.364 3.974
H 2.136 -0.715 2.812
H 3.380 1.402 3.129
H 1.980 2.329 2.564
H 2.088 1.094 0.372
H 3.516 0.236 0.948
H 2.162 3.275 -0.255
H 3.743 3.787 -0.884
H 2.984 5.507 0.657
H 2.685 4.309 1.944
H 6.221 3.769 2.266
H 4.639 3.262 2.918
H 5.490 1.476 1.414
H 5.793 2.676 0.138
H -0.577 1.377 3.474
H -1.620 0.634 2.244
H -0.250 3.723 3.213
H -0.112 5.706 1.723
H -0.354 5.376 -0.739
H -0.749 3.056 -1.584
*
```

Properties
E_tot   -1776.4321 Eh
HOMO energy   -7.6 eV
Energy relative to the best compared isomer or geometry (same formula, charge and spin)   1.9957 eV
Orbital gap   7.86 eV



Record 7
# C26H30N4O3

An isolated molecule of C26H30N4O3 (wB97M-V/def2-TZVPD, OMol25).

Geometry as ORCA input:
```
! RIJCOSX wB97M-V def2-TZVPD def2/J DEFGRID3
* xyz 0 1
C 5.710 -0.646 1.382
C 4.240 -0.237 1.355
C 3.969 0.940 2.309
N 2.585 1.342 2.264
C 1.641 0.689 2.997
O 1.934 -0.140 3.838
C 0.233 1.050 2.667
C -0.134 2.272 2.110
C -1.441 2.500 1.730
C -2.407 1.510 1.893
O -3.708 1.749 1.518
C -4.084 1.372 0.191
C -3.265 2.080 -0.888
C -3.761 1.652 -2.275
N -3.750 0.224 -2.497
C -2.507 -0.378 -2.945
C -1.474 -0.695 -1.887
C -1.340 -1.983 -1.373
C -0.425 -2.212 -0.361
C 0.342 -1.153 0.097
C 0.167 0.081 -0.508
N -0.714 0.308 -1.462
C -4.471 -0.478 -1.461
C -4.019 -0.140 -0.032
C -2.056 0.313 2.511
C -0.750 0.091 2.895
O 3.849 0.205 0.059
C 3.406 -0.687 -0.860
C 3.392 -2.073 -0.729
C 2.843 -2.829 -1.753
C 2.340 -2.187 -2.870
N 2.378 -0.871 -3.016
C 2.893 -0.148 -2.049
H 6.331 0.203 1.107
H 5.983 -0.980 2.378
H 5.897 -1.450 0.675
H 3.604 -1.074 1.671
H 4.594 1.791 2.030
H 4.193 0.627 3.330
H 2.300 1.844 1.439
H 0.595 3.061 1.988
H -1.728 3.448 1.300
H -5.129 1.701 0.133
H -2.212 1.813 -0.790
H -3.366 3.161 -0.780
H -3.154 2.130 -3.045
H -4.799 1.985 -2.401
H -2.058 0.304 -3.669
H -2.772 -1.309 -3.460
H -1.951 -2.787 -1.756
H -0.313 -3.198 0.067
H 1.053 -1.284 0.896
H 0.755 0.939 -0.211
H -4.379 -1.552 -1.635
H -5.529 -0.207 -1.564
H -2.994 -0.480 0.125
H -4.664 -0.650 0.686
H -2.815 -0.435 2.686
H -0.464 -0.836 3.369
H 3.790 -2.567 0.145
H 2.814 -3.905 -1.675
H 1.895 -2.737 -3.687
H 2.907 0.923 -2.199
*
```

Properties
E_tot   -1453.5158 Eh
HOMO energy   -8.2 eV
Energy relative to the best compared isomer or geometry (same formula, charge and spin)   2.5374 eV
Orbital gap   8.83 eV